## P
The following is a DFT calculation (ωB97M-V/def2-TZVPD) of 2 unconnected molecules or ions with the total composition C2H3N2O2.

Cartesian coordinates (Å):
C (-0.202, -0.295, 1.082)
C (-0.055, -0.253, -0.253)
N (0.675, 1.803, 0.110)
N (0.018, -0.690, -1.506)
O (-0.312, 0.528, 2.016)
O (0.532, 2.042, 1.187)
H (-0.594, -1.209, 1.432)
H (-0.931, -1.070, -2.003)
H (0.869, -0.857, -2.065)

As for the charge: +1. The LUMO energy (alpha / beta) is -6.8 / -6.8 eV. As for the HOMO-LUMO gap (alpha / beta): 7.8068 / 7.8096 eV.

Results of the Löwdin charge analysis, in e, for atoms 1 through 6:
1 C -0.2528
2 C -0.0300
3 N 0.3060
4 N 0.1513
5 O 0.0535
6 O 0.2291

=====

## Q
The following is a DFT calculation (ωB97M-V/def2-TZVPD) of 2 unconnected molecules or ions with the total composition C2H3N2O2.

Cartesian coordinates (Å):
C (1.485, -1.133, 1.051)
C (0.315, -0.592, -0.994)
N (1.917, -1.491, 2.080)
N (0.881, -0.850, -0.019)
O (-1.925, 1.842, -1.042)
O (2.385, -1.799, 3.079)
H (-2.015, 2.712, -1.434)
H (-0.214, -0.240, -1.848)
H (-2.829, 1.551, -0.874)

As for the charge: +1. The LUMO energy is -6.1 eV. As for the HOMO-LUMO gap: 9.3072 eV.

Results of the Löwdin charge analysis, in e, for atoms 1 through 6:
1 C 0.0239
2 C 0.3840
3 N 0.0013
4 N 0.1789
5 O -0.0621
6 O 0.2438

=====

Which structure is the least stable? The one labeled P.

=====

## P
The following is a DFT calculation (ωB97M-V/def2-TZVPD) of C4H5N3O2 in the gas phase.

Cartesian coordinates (Å):
C (2.062, -0.079, 0.302)
C (0.142, 1.166, -0.150)
C (-2.207, -0.144, 0.122)
C (-1.184, -1.047, -0.360)
H (2.512, 0.142, -0.657)
H (2.557, 0.477, 1.328)
H (2.465, -1.280, 0.434)
H (1.127, 1.470, -0.787)
H (-1.843, -1.805, -0.742)
N (0.650, -0.032, 0.553)
N (-0.953, 1.759, -0.389)
N (0.155, -1.234, -0.323)
O (-2.116, 1.221, 0.314)
O (-3.366, -0.614, 0.355)

The LUMO energy is -1.2 eV. The structure (SMILES) is CN1C=NOC(=O)C=N1. As for the HOMO-LUMO gap: 9.3993 eV.

Results of the Löwdin charge analysis, in e, for atoms 1 through 6:
1 C -0.2004
2 C -0.1754
3 C -0.3987
4 C -0.0495
5 H 0.0497
6 H 0.1506

=====

## Q
The following is a DFT calculation (ωB97M-V/def2-TZVPD) of C4H5N3O2 in the gas phase.

Cartesian coordinates (Å):
C (1.086, 0.238, -0.078)
C (0.699, 1.212, 0.891)
C (-0.588, 1.616, 0.789)
C (-0.820, -2.150, -0.687)
H (2.829, -0.677, 0.499)
H (1.418, 1.517, 1.634)
H (-1.076, 2.243, 1.801)
H (-1.736, 1.522, -0.988)
H (-1.227, -2.891, -1.592)
N (2.161, -0.481, -0.313)
N (-1.145, 0.984, -0.216)
N (-0.113, 0.169, -0.874)
O (-0.572, -0.980, -1.446)
O (-0.916, -2.322, 0.578)

The LUMO energy is 0.5 eV. The structure (SMILES) is [H]/N=c1\cc[nH]n1OC=O. As for the HOMO-LUMO gap: 8.8406 eV.

Results of the Löwdin charge analysis, in e, for atoms 1 through 6:
1 C -0.3889
2 C -0.0695
3 C -0.1646
4 C -0.1989
5 H 0.0732
6 H 0.0993

=====

## R
The following is a DFT calculation (ωB97M-V/def2-TZVPD) of 2 unconnected molecules or ions with the total composition C4H5N3O2.

Cartesian coordinates (Å):
C (-2.245, 1.305, 0.656)
C (-0.565, 0.604, 1.700)
C (0.370, -1.265, -1.502)
C (0.356, -0.784, -0.091)
N (-1.598, 1.326, 1.963)
N (-1.604, 0.565, -0.222)
N (-0.523, 0.048, 0.412)
O (0.721, -2.331, -1.783)
O (1.877, 0.184, -1.350)
H (-3.197, 1.841, 0.434)
H (0.336, 0.466, 2.388)
H (-0.183, -0.633, -2.165)
H (1.170, -1.075, 0.525)
H (2.593, -0.383, -1.032)

The LUMO energy (alpha / beta) is -1.6 / -1.6 eV. As for the HOMO-LUMO gap (alpha / beta): 8.1506 / 8.1407 eV.

Results of the Löwdin charge analysis, in e, for atoms 1 through 6:
1 C -0.1063
2 C -0.1348
3 C -0.4066
4 C 0.0618
5 N 0.1131
6 N 0.1136

=====

## S
The following is a DFT calculation (ωB97M-V/def2-TZVPD) of 2 unconnected molecules or ions with the total composition C4H5N3O2.

Cartesian coordinates (Å):
C (1.506, 0.512, 0.738)
C (1.538, 1.864, 0.225)
C (0.708, -0.238, -0.138)
C (0.526, -1.592, 0.052)
N (0.790, 1.938, -0.837)
N (0.309, 0.738, -1.073)
N (-3.592, -1.017, 0.276)
O (-3.884, 0.099, 0.657)
O (-2.763, -1.380, -0.518)
H (1.938, -0.002, 1.569)
H (2.149, 2.694, 0.705)
H (0.960, -2.035, 0.943)
H (0.040, -2.141, -0.735)
H (-0.224, 0.562, -1.863)

The LUMO energy (alpha / beta) is -2.9 / -1.7 eV. As for the HOMO-LUMO gap (alpha / beta): 3.7635 / 7.4404 eV.

Results of the Löwdin charge analysis, in e, for atoms 1 through 6:
1 C -0.0118
2 C -0.1338
3 C -0.3293
4 C 0.1387
5 N 0.0545
6 N 0.0442

=====

Which structure is the least stable? The one labeled S.

=====

## P
The following is a DFT calculation (ωB97M-V/def2-TZVPD) of a molecular structure, C7H17N2O2P.

Cartesian coordinates (Å):
C (-1.912, 1.724, -1.062)
C (-2.592, 1.300, 0.170)
C (-0.435, 1.212, -1.197)
C (-2.546, -0.240, 0.378)
C (1.487, -2.346, -0.275)
C (2.338, -0.039, -0.489)
C (3.186, 0.372, 0.750)
N (-1.231, -0.620, 0.695)
N (1.209, -0.851, -0.150)
O (-3.424, -0.558, 1.460)
O (2.425, 0.398, 1.869)
P (-0.448, -0.565, -0.865)
H (-2.406, 1.451, -2.074)
H (-1.993, 2.805, -1.168)
H (-2.095, 1.746, 1.006)
H (-3.726, 1.497, 0.239)
H (0.012, 1.418, -2.227)
H (0.128, 1.675, -0.415)
H (-2.997, -0.957, -0.408)
H (0.640, -2.896, 0.204)
H (1.572, -2.756, -1.310)
H (2.425, -2.783, 0.126)
H (2.059, 0.934, -0.945)
H (2.998, -0.479, -1.232)
H (3.415, 1.436, 0.739)
H (4.058, -0.359, 0.800)
H (-1.094, -1.542, 1.114)
H (-2.911, -0.642, 2.223)
H (1.858, -0.338, 2.043)

The LUMO energy is 0.8 eV. As for the HOMO-LUMO gap: 9.0573 eV.

Results of the Löwdin charge analysis, in e, for atoms 1 through 6:
1 C -0.2810
2 C -0.1711
3 C -0.3528
4 C -0.5540
5 C -0.1610
6 C -0.2665

=====

## Q
The following is a DFT calculation (ωB97M-V/def2-TZVPD) of C7H17N2O2P in the gas phase.

Cartesian coordinates (Å):
C (0.449, -3.411, 1.624)
C (0.533, 2.574, -1.863)
C (0.710, 2.391, 0.677)
C (1.841, 0.531, -0.940)
C (-3.036, -0.369, -0.218)
C (0.443, -2.634, 0.332)
C (0.641, 1.574, -0.616)
N (-0.499, 0.717, -0.531)
N (-0.551, -0.631, 0.942)
O (-2.115, 1.558, 1.551)
O (-0.717, -1.834, 0.326)
P (-1.694, 0.607, 0.525)
H (1.236, -4.189, 1.641)
H (0.597, -2.692, 2.383)
H (-0.576, -3.698, 1.736)
H (0.779, 1.941, -2.794)
H (-0.541, 2.904, -2.070)
H (1.256, 3.310, -1.511)
H (-0.107, 3.067, 0.793)
H (1.668, 2.977, 0.746)
H (0.890, 1.678, 1.497)
H (1.839, -0.311, -0.211)
H (1.735, 0.114, -1.880)
H (2.807, 0.892, -0.748)
H (-2.388, -1.199, -0.608)
H (-3.870, -0.774, 0.468)
H (-3.346, 0.193, -1.078)
H (0.628, -3.330, -0.499)
H (1.386, -1.954, 0.324)

The LUMO energy (alpha / beta) is -0.3 / -0.3 eV. As for the HOMO-LUMO gap (alpha / beta): 9.1454 / 9.1478 eV.

Results of the Löwdin charge analysis, in e, for atoms 1 through 6:
1 C -0.0761
2 C -0.0261
3 C -0.0800
4 C -0.0141
5 C -0.1519
6 C -0.2687

=====

Which structure is the least stable? The one labeled Q.

=====

## P
The following is a DFT calculation (ωB97M-V/def2-TZVPD) of 8 unconnected molecules or ions with the total composition C3H22O8.

Cartesian coordinates (Å):
O (-18.551, -6.944, -18.930)
H (-18.936, -7.334, -18.145)
H (-17.614, -7.121, -18.851)
O (-13.036, -3.179, -14.986)
H (-12.733, -3.909, -15.526)
H (-13.782, -2.819, -15.466)
O (-15.935, -7.708, -18.358)
H (-15.429, -8.081, -19.080)
H (-16.095, -8.447, -17.771)
O (-15.460, -5.486, -16.816)
H (-15.759, -6.038, -17.538)
H (-15.335, -4.623, -17.210)
O (-14.808, -1.791, -16.641)
H (-14.750, -2.455, -17.329)
H (-14.676, -0.960, -17.097)
O (-14.023, -3.439, -18.663)
H (-13.146, -3.649, -18.341)
H (-13.871, -2.924, -19.455)
O (-13.423, -6.370, -15.369)
H (-12.609, -6.339, -15.871)
H (-14.096, -6.081, -15.985)
C (-18.891, -10.090, -15.895)
C (-19.569, -8.675, -15.892)
C (-18.723, -7.505, -15.334)
O (-19.926, -8.363, -17.155)
H (-17.906, -10.064, -16.361)
H (-19.568, -10.748, -16.440)
H (-18.791, -10.367, -14.845)
H (-20.417, -8.697, -15.207)
H (-19.341, -6.608, -15.288)
H (-17.867, -7.157, -15.914)
H (-18.314, -7.868, -14.392)
H (-20.706, -8.851, -17.430)

The LUMO energy is -0.1 eV. The structure (SMILES) is CC(C)O.O.O.O.O.O.O.O. As for the HOMO-LUMO gap: 10.1121 eV.

Results of the Löwdin charge analysis, in e, for atoms 1 through 6:
1 O -0.0697
2 H -0.0302
3 H -0.0320
4 O -0.0539
5 H -0.0036
6 H -0.0260

=====

## Q
The following is a DFT calculation (ωB97M-V/def2-TZVPD) of 8 unconnected molecules or ions with the total composition C3H22O8.

Cartesian coordinates (Å):
O (2.433, -3.728, 10.494)
H (1.467, -3.562, 10.485)
H (2.655, -3.866, 9.635)
O (-1.089, -4.658, 12.878)
H (-2.051, -4.722, 12.916)
H (-0.847, -5.618, 12.791)
O (1.743, -5.822, 12.148)
H (2.183, -5.311, 11.461)
H (1.716, -5.395, 13.059)
O (-0.277, -7.442, 11.775)
H (0.563, -6.895, 11.799)
H (-0.716, -7.324, 10.936)
O (0.189, -2.487, 12.058)
H (-0.073, -3.315, 12.546)
H (0.937, -2.133, 12.554)
C (-2.928, -4.525, 9.624)
O (-1.574, -4.892, 9.784)
H (-3.490, -5.436, 9.750)
H (-3.325, -3.778, 10.287)
H (-3.030, -4.220, 8.603)
H (-1.272, -4.693, 10.723)
C (2.475, -5.512, 15.468)
O (1.644, -4.553, 14.620)
H (1.758, -6.272, 15.763)
H (3.326, -5.935, 14.855)
H (2.857, -4.956, 16.362)
H (0.739, -4.789, 14.895)
C (1.389, -9.557, 13.978)
O (0.218, -8.778, 14.217)
H (1.635, -9.961, 14.948)
H (1.176, -10.230, 13.200)
H (2.239, -8.904, 13.640)
H (-0.009, -8.281, 13.357)

The LUMO energy is 0.3 eV. The structure (SMILES) is CO.CO.CO.O.O.O.O.O. As for the HOMO-LUMO gap: 9.9999 eV.

Results of the Löwdin charge analysis, in e, for atoms 1 through 6:
1 O -0.0146
2 H 0.0525
3 H -0.0043
4 O -0.0629
5 H 0.0787
6 H 0.0586

=====

Which structure is the least stable? The one labeled Q.

=====

## P
The following is a DFT calculation (ωB97M-V/def2-TZVPD) of 7 unconnected molecules or ions with the total composition H12NO9.

Cartesian coordinates (Å):
N (30.321, 22.104, 15.450)
O (29.725, 21.107, 15.900)
O (30.647, 22.991, 16.151)
O (30.097, 22.366, 14.176)
O (29.315, 21.398, 18.756)
H (29.167, 20.327, 18.733)
H (29.466, 21.387, 17.904)
O (33.109, 23.448, 15.033)
H (32.918, 24.437, 15.036)
H (32.373, 23.170, 15.542)
O (31.993, 19.495, 16.745)
H (31.149, 19.912, 16.449)
H (32.445, 20.122, 17.263)
O (28.898, 23.661, 12.051)
H (29.288, 23.311, 12.730)
H (27.917, 23.695, 12.465)
O (26.982, 21.540, 15.312)
H (26.830, 20.749, 14.785)
H (27.859, 21.815, 15.031)
O (30.180, 25.584, 17.312)
H (29.496, 25.996, 17.001)
H (30.163, 24.913, 16.758)

As for the charge: -1. The LUMO energy is 3.2 eV. As for the HOMO-LUMO gap: 9.6326 eV.

Results of the Löwdin charge analysis, in e, for atoms 1 through 6:
1 N -0.5303
2 O -0.0594
3 O 0.0240
4 O -0.0680
5 O -0.0595
6 H 0.1340

=====

## Q
The following is a DFT calculation (ωB97M-V/def2-TZVPD) of 7 unconnected molecules or ions with the total composition H12NO9.

Cartesian coordinates (Å):
N (-0.774, -0.383, -1.286)
O (-0.846, -1.368, -0.532)
O (0.280, 0.266, -1.326)
O (-1.832, 0.243, -1.439)
O (0.634, -2.704, 1.858)
H (0.078, -2.086, 1.423)
H (1.143, -3.199, 1.250)
O (-3.306, 1.304, 0.648)
H (-3.620, 0.572, 1.198)
H (-3.147, 0.686, -0.125)
O (-0.138, 0.607, 1.620)
H (-0.591, -0.049, 1.077)
H (0.837, 0.547, 1.507)
O (2.570, 1.534, -0.659)
H (3.241, 1.391, -1.296)
H (1.837, 1.011, -0.972)
O (2.194, -1.554, -0.713)
H (2.043, -2.521, -0.617)
H (1.430, -1.150, -1.080)
O (-0.777, 2.704, -0.277)
H (-0.828, 2.165, 0.538)
H (-0.432, 1.975, -0.798)

As for the charge: -1. The LUMO energy is 3.3 eV. As for the HOMO-LUMO gap: 9.5815 eV.

Results of the Löwdin charge analysis, in e, for atoms 1 through 6:
1 N -0.5312
2 O -0.0444
3 O -0.0845
4 O -0.0161
5 O -0.0278
6 H -0.0240

=====

Which structure is the least stable? The one labeled P.